[1]
Formula: C59H147N9O17
Source: OMol25
Level of theory: ωB97M-V/def2-TZVPD

Its LUMO energy is 0.42 eV.

Structure (XYZ):
```
232
Properties=species:S:1:pos:R:3:forces:R:3
C 13.944392 15.384859 10.584447 -0.789 -0.463 -1.001
C 13.573621 14.517408 9.295119 -0.874 0.542 2.032
O 14.256198 14.949980 8.157531 -0.124 -0.287 -1.319
O 12.972816 15.232785 11.628533 0.717 -0.815 -0.125
H 14.092637 16.417824 10.362936 -0.618 0.954 -0.700
H 14.868482 15.178450 11.052233 1.453 -0.998 0.008
H 12.463778 14.603817 9.234959 0.540 0.176 -0.263
H 13.759984 13.462657 9.494392 0.229 -0.188 0.186
H 13.958042 14.424027 7.370572 0.408 0.750 1.226
H 13.438044 14.549767 12.165796 -0.986 0.140 0.238
C 9.407443 21.414137 15.571838 -0.234 -2.364 1.019
C 8.844773 21.381778 14.136724 -0.737 -0.530 2.365
O 9.795107 22.062203 13.368210 -0.381 0.424 -0.105
O 8.394544 21.033567 16.549154 -0.424 0.819 -0.927
H 9.774735 22.410724 15.790340 -0.023 0.202 -0.006
H 10.245138 20.675958 15.635231 -0.322 0.697 -0.140
H 7.879227 21.907317 14.243120 0.246 0.000 -0.700
H 8.632522 20.311234 13.854434 0.398 1.146 -0.126
H 10.134993 21.412046 12.762092 0.417 -0.409 -0.880
H 8.557558 20.396343 17.266676 0.853 0.108 -0.428
C 9.806445 17.654460 11.016458 -0.488 -0.653 -0.259
C 10.616219 18.933907 11.057600 0.098 0.383 0.452
O 9.824421 20.069224 11.486134 1.088 -0.911 0.795
O 8.740982 17.932174 10.093646 -0.067 -0.086 -0.334
H 9.358495 17.481150 12.008156 0.427 -0.157 -0.169
H 10.386884 16.721935 10.659946 -0.584 1.543 0.695
H 11.028195 19.150991 10.084614 0.150 -0.014 -0.489
H 11.452268 18.858737 11.762770 -0.250 -0.085 -0.037
H 9.229460 20.349935 10.806668 -0.519 -0.071 -0.786
H 7.893923 17.581020 10.388172 0.336 -0.064 0.131
C 17.620578 21.760837 16.237905 -0.322 -1.336 -1.441
C 17.059509 21.121816 17.483876 -0.029 -0.292 -0.068
O 17.444468 22.043603 18.465882 -1.734 0.513 1.648
O 17.250831 20.974304 15.094125 -0.799 -0.686 0.368
H 18.701849 21.663217 16.270959 0.258 0.953 0.417
H 17.189495 22.759790 16.038327 0.697 -0.203 0.811
H 17.467755 20.130770 17.778163 0.159 0.303 -0.761
H 15.973591 20.922313 17.361614 0.258 0.626 0.226
H 16.657615 22.145379 19.078566 1.095 -0.171 -0.326
H 17.825905 21.226233 14.387749 0.402 0.144 -0.789
C 20.125843 17.512244 13.676916 1.508 -1.039 0.173
C 18.935045 16.588461 13.698804 -1.043 -0.350 0.514
C 18.477737 16.353442 12.312392 -0.637 1.470 -0.588
O 18.363036 17.601904 11.658938 -0.239 -0.315 -1.300
C 17.957197 17.386631 10.318663 -1.161 2.099 -1.386
N 18.982918 15.260863 14.304497 -0.201 0.716 0.468
H 19.788640 18.445630 13.205245 0.431 -0.152 0.458
H 20.967229 17.049713 13.026873 -1.090 0.830 1.176
H 20.434048 17.619769 14.752891 0.185 0.325 -1.147
H 18.172517 17.101813 14.279113 -0.409 0.289 -0.133
H 17.521092 15.897717 12.179847 -0.761 -0.885 0.528
H 19.213302 15.774011 11.809344 0.893 -0.875 -0.645
H 16.968965 16.877986 10.159404 0.559 0.125 0.812
H 18.656795 16.814692 9.672234 0.114 0.447 0.606
H 17.761419 18.444326 9.878588 0.672 -1.770 0.542
H 19.360463 15.327622 15.230453 0.250 -0.195 0.439
H 19.537201 14.634857 13.773493 0.775 -0.666 -0.478
C 7.622369 17.569207 18.944134 0.626 -0.803 -0.217
C 8.522383 18.346980 19.907342 -1.526 0.664 -0.006
C 9.632957 17.469910 20.419885 -1.280 0.367 1.228
O 10.315526 18.159524 21.428894 0.994 -0.114 0.267
C 11.078385 17.272359 22.242719 -1.441 -0.013 -0.190
N 8.992713 19.567430 19.253532 -2.727 0.350 0.086
H 8.144423 17.429876 17.986257 0.053 -0.240 0.258
H 6.729203 18.087576 18.677188 -0.613 0.719 0.048
H 7.299019 16.598141 19.351730 0.273 0.203 -0.081
H 7.842260 18.766839 20.712855 0.951 -1.122 -0.294
H 10.254731 17.205368 19.594082 0.827 -0.414 -0.748
H 9.206702 16.570770 20.883214 -0.055 -0.166 -0.398
H 10.423696 16.484244 22.624120 -0.085 -0.123 0.056
H 11.410882 17.831816 23.075601 0.567 0.633 0.800
H 11.894996 16.784454 21.753848 0.698 -0.114 -0.658
H 9.937143 19.689167 19.092939 2.340 -0.022 -0.001
H 8.621059 20.331397 19.802017 0.521 0.311 -0.373
C 16.489866 16.402106 21.328299 1.112 -0.006 -0.066
C 15.675171 16.056614 20.124687 -2.900 1.063 -1.625
C 16.535345 15.836968 18.889996 0.265 -0.340 0.628
O 17.057832 17.077341 18.466820 -1.372 -0.390 1.552
C 18.060237 17.017785 17.555711 2.042 -0.663 -1.208
N 14.815666 14.879231 20.363804 1.456 1.169 1.606
H 15.906357 16.750991 22.187333 0.161 -0.193 -0.258
H 17.312888 17.106387 21.082934 -0.729 -0.071 0.118
H 17.024148 15.467722 21.550463 -0.128 0.092 0.565
H 14.909262 16.843133 19.814653 1.084 -0.397 0.748
H 16.002288 15.359641 18.040346 0.086 0.117 0.506
H 17.267578 15.113316 19.321443 0.461 0.329 -0.955
H 18.023335 17.957459 16.996638 -0.106 -0.425 -0.610
H 18.030734 16.050919 16.940427 -0.132 1.468 0.325
H 19.060572 17.053261 18.036827 -0.242 -0.320 0.026
H 14.144152 14.846529 19.654334 -1.035 -0.549 -1.240
H 15.411292 14.076071 20.387182 -0.057 -0.849 -0.130
C 14.156704 19.831111 21.016839 -1.869 3.023 -1.234
C 14.056291 20.870638 19.804962 0.205 0.298 1.962
C 12.619408 21.321057 19.646742 -0.257 -1.414 -1.210
O 12.616382 22.295276 18.635872 -1.007 1.017 -1.139
C 11.408807 22.415054 17.786504 1.144 -0.474 1.374
N 14.951113 22.026875 20.077339 -0.669 0.176 0.121
H 15.149789 19.496932 21.060424 1.165 -0.840 0.404
H 13.379837 19.103147 20.858618 0.096 -0.816 -0.074
H 13.819642 20.399320 21.920977 0.651 -0.496 -0.422
H 14.382590 20.442986 18.889631 0.161 -0.658 -0.816
H 12.164232 21.608088 20.621341 0.028 0.081 -0.616
H 12.140370 20.413052 19.203492 -0.390 0.370 0.719
H 11.111036 21.444728 17.399701 -0.175 -0.379 0.575
H 11.622423 22.964110 16.884331 0.648 0.656 0.030
H 10.629846 22.922314 18.356314 -0.225 -0.217 -0.083
H 14.608208 22.871966 19.564643 0.140 -1.012 0.578
H 14.755645 22.162297 21.068901 0.559 0.761 -0.097
C 11.710017 12.036430 14.057832 -1.080 0.370 0.041
C 12.344175 11.474565 12.835179 1.700 -0.210 -2.645
C 13.912680 11.740423 12.752195 -1.242 0.149 0.244
O 14.162024 13.083641 13.167979 -0.512 0.334 -0.177
C 15.407555 13.356187 13.791263 0.216 0.393 -0.888
N 12.191044 9.995235 12.715762 1.971 1.518 1.083
H 11.807125 11.362552 14.911222 0.725 0.300 0.228
H 10.639834 11.959180 13.872559 -0.342 0.424 0.017
H 11.973201 13.098210 14.229765 -0.098 -0.743 0.183
H 11.874611 11.903913 11.897657 0.498 -0.181 1.052
H 14.339393 11.511871 11.757864 -0.391 0.327 0.191
H 14.363901 11.020878 13.421253 0.353 -0.103 0.577
H 16.187247 13.083193 13.066228 0.259 0.319 0.412
H 15.517840 12.785448 14.684523 0.123 -0.727 0.743
H 15.478227 14.422498 14.105299 -0.256 -0.635 -0.638
H 12.339028 9.721659 13.685990 -0.070 -0.762 -0.240
H 11.257070 9.814846 12.507609 -1.902 -0.583 -0.412
C 10.995663 11.470686 19.397212 -0.581 -0.168 0.852
C 10.924973 11.700800 17.906171 1.803 -0.042 0.004
C 9.616449 12.331584 17.455042 -0.073 0.451 -0.387
O 9.256955 13.575123 18.032210 0.958 0.218 -0.077
C 8.114540 14.057419 17.378183 -0.507 -0.595 -1.220
N 12.237552 12.285344 17.473434 -0.956 0.627 -0.409
H 10.952226 12.395128 19.977448 -0.062 0.128 -0.185
H 11.881702 10.939516 19.732824 0.318 0.016 -0.409
H 10.165652 10.846151 19.738307 -0.164 0.143 -0.075
H 11.009699 10.715964 17.429217 -0.726 -0.011 -0.013
H 8.834977 11.629759 17.715253 -0.420 -0.540 -0.006
H 9.545987 12.512240 16.371158 0.500 -0.530 -0.067
H 8.205665 14.202798 16.232877 0.365 -0.272 1.541
H 7.873056 15.024068 17.798668 -0.301 -0.046 0.196
H 7.329637 13.273797 17.508084 -0.062 0.867 -0.024
H 12.504873 13.103725 18.026288 -0.361 -0.207 -0.169
H 12.107045 12.606903 16.507412 0.367 0.030 0.535
C 14.653701 25.253628 14.099518 1.097 1.767 0.794
C 13.846704 24.646713 15.230898 -1.591 0.327 0.748
C 14.043872 25.372991 16.570029 0.465 0.645 -0.718
C 13.447473 26.765370 16.540891 -0.665 1.017 1.448
C 11.923631 26.707218 16.389631 0.111 -0.992 0.481
C 11.578139 25.860116 15.155008 -1.902 -0.793 0.724
N 12.362957 24.623832 15.078442 0.601 -0.103 0.645
O 12.045294 23.978586 13.870196 -0.496 -0.623 -0.505
C 10.103792 25.352699 15.397638 0.849 -0.979 0.600
C 11.643811 26.673849 13.928516 1.732 0.167 -1.756
C 14.310138 23.249851 15.425355 0.007 -2.504 1.573
H 14.600019 26.358835 14.060800 -0.064 -0.444 0.176
H 14.377094 24.940127 13.128855 -0.381 -0.823 -0.963
H 15.733467 25.046027 14.255587 -0.551 -0.141 -0.107
H 13.689048 24.789771 17.423943 -0.283 -0.091 -0.217
H 15.114274 25.458536 16.686470 0.521 0.061 0.215
H 13.784348 27.359752 15.696665 0.619 0.043 0.062
H 13.719047 27.300956 17.502619 -0.247 -0.372 -1.127
H 11.429798 27.692022 16.248386 0.420 -0.506 0.349
H 11.500898 26.184107 17.286791 0.199 0.591 -0.573
H 9.610972 24.806288 14.564518 0.680 -0.001 0.468
H 10.214765 24.750268 16.341959 -0.520 0.077 -1.097
H 9.402572 26.116632 15.644177 -0.279 1.081 0.148
H 11.504590 26.061958 13.004490 -0.290 0.643 0.776
H 10.986814 27.506794 14.023800 -0.782 0.570 -0.345
H 12.664403 27.097014 13.840024 -0.462 -0.031 -0.091
H 14.580315 22.731414 14.522856 0.339 -0.034 -0.557
H 13.572462 22.541819 15.910594 0.382 1.112 -0.415
H 15.163225 23.224571 16.140727 -0.249 0.084 -0.685
H 11.187506 23.527399 14.034215 0.692 -0.028 -0.214
C 16.302051 25.784531 10.227121 0.045 1.390 -1.268
C 16.622012 24.299341 10.164658 0.218 0.031 0.737
C 17.612452 23.946850 11.281081 -0.531 1.033 -0.559
C 17.758184 22.496053 11.442726 0.660 -1.508 0.756
C 16.398827 21.796703 11.681709 2.581 -0.140 1.029
C 15.415684 22.054132 10.641930 -1.901 1.478 0.006
N 15.382372 23.575612 10.533452 1.257 -1.222 0.823
O 14.395796 23.971266 9.675582 -1.314 0.164 -1.601
C 15.707300 21.303514 9.397175 -0.023 0.764 -1.912
C 14.026074 21.626825 11.188056 0.532 0.891 0.087
C 17.258772 23.963646 8.801141 -0.423 1.495 -0.085
H 15.680078 26.091122 9.374321 0.303 -0.269 -0.144
H 17.212122 26.410445 10.157765 -0.167 -0.498 0.046
H 15.724249 26.206506 11.038463 -0.002 -0.682 0.862
H 18.591188 24.381566 11.083896 -0.022 0.384 0.038
H 17.179082 24.337584 12.191049 0.109 0.428 0.426
H 18.438558 22.368039 12.318350 -0.476 -0.374 -0.411
H 18.313104 22.072394 10.597078 -0.191 -0.183 0.075
H 16.007693 22.217811 12.598323 -0.058 -0.315 0.600
H 16.608222 20.725455 11.739434 -0.324 -0.077 0.441
H 15.011392 21.657980 8.600893 0.562 -0.262 0.328
H 16.743680 21.499266 9.075771 -0.522 -0.478 -0.067
H 15.523942 20.247118 9.525995 0.125 -0.383 0.119
H 14.023144 20.561060 11.371174 0.049 -0.328 0.179
H 13.851955 22.172354 12.138077 -0.207 -0.327 -0.490
H 13.245351 21.842066 10.460608 -0.105 0.073 0.050
H 16.495237 23.880007 8.032088 -0.081 -0.477 -0.049
H 17.894403 23.108516 8.894275 0.224 -0.518 -0.378
H 17.871563 24.818410 8.455633 -0.068 -0.353 0.389
H 13.669864 24.216900 10.246568 -0.337 0.193 0.155
C 11.687797 15.625340 15.889715 -1.478 -2.865 0.445
C 12.348710 16.935814 16.017435 0.099 0.230 0.076
C 13.370477 16.871662 17.170250 -1.546 -0.423 0.879
C 14.163902 18.121625 17.247735 -0.160 1.116 -1.925
C 15.021196 18.291127 15.946974 -0.724 -1.570 1.924
C 14.130613 18.209006 14.755353 -0.425 -0.224 -1.812
N 13.169773 17.057894 14.849884 0.669 0.704 -1.826
O 12.276338 17.112934 13.700623 0.298 -0.378 -0.381
C 13.531304 19.578154 14.405648 -0.720 0.073 -0.570
C 15.051755 17.850123 13.606234 1.134 0.956 -0.749
C 11.221867 17.993161 16.182068 0.668 0.331 0.307
H 12.326191 14.750878 15.572229 -0.204 1.183 0.215
H 10.781738 15.603523 15.255947 0.563 0.296 -0.054
H 11.292019 15.351751 16.877633 0.027 -0.110 0.032
H 12.824788 16.713339 18.140164 0.200 0.127 -0.701
H 13.987778 15.991263 17.035594 0.242 -0.272 -0.211
H 14.744673 18.119589 18.114083 1.130 0.292 1.337
H 13.405589 18.923286 17.309829 0.658 0.141 0.137
H 15.753476 17.458695 15.903432 -0.330 0.220 0.181
H 15.597053 19.186237 15.873179 0.306 0.793 0.212
H 13.030096 20.023003 15.283786 -0.117 -0.082 -0.473
H 14.400381 20.257504 14.170935 -1.053 -0.571 -0.134
H 12.786206 19.422685 13.519769 1.414 0.705 1.621
H 15.541719 16.884973 13.855988 -0.482 0.284 -0.835
H 14.563788 17.989762 12.610466 0.255 -0.877 0.663
H 15.870073 18.617205 13.575211 -0.445 -0.585 0.146
H 11.589701 18.844723 16.767321 -0.253 -0.052 0.009
H 10.390970 17.525717 16.729123 0.045 0.324 -0.279
H 10.913041 18.406067 15.207717 -0.071 -0.494 0.371
H 12.481534 16.380379 13.043537 0.322 0.897 1.207
```
Forces are in eV/Å.

Mulliken population analysis, charges in e, atoms 1 to 6: -0.22, -0.56, -0.53, -0.50, 0.56, 0.12

[2]
Formula: C4H10ClFN
Source: OMol25
Level of theory: ωB97M-V/def2-TZVPD

Its LUMO energy is -3.39 eV. The total charge is +1.

Structure (XYZ):
```
17
Properties=species:S:1:pos:R:3:forces:R:3
C -0.398108 -1.311446 0.599907 -0.467 -0.438 2.151
N -0.256444 -0.186905 -0.296339 -0.645 -1.018 -4.259
C -0.789325 1.142147 0.118248 4.962 1.819 0.783
C 1.195277 -0.289860 -0.747739 0.525 2.007 0.060
C 1.565241 0.898811 -1.685218 -0.386 -0.901 2.188
F 0.542233 0.907066 -2.591151 -0.028 0.733 -0.248
Cl 3.065789 0.457859 -2.495107 -0.287 0.681 0.390
H 0.416282 -1.354067 1.309270 -0.214 0.591 0.638
H -1.370775 -1.342859 1.026439 -0.727 0.577 0.944
H -0.359460 -2.288413 0.207351 0.387 -0.831 -1.839
H -0.889596 -0.469133 -1.175954 1.891 0.968 2.009
H -0.188755 1.587352 0.992605 -1.024 -1.062 -1.075
H -0.786161 1.928041 -0.646060 0.501 -0.743 -0.390
H -1.744863 1.008989 0.320367 -4.401 -0.686 1.555
H 1.256845 -1.125566 -1.408005 0.152 -1.104 0.218
H 1.841969 -0.307711 0.181128 -0.684 -0.190 -1.281
H 1.565644 1.796538 -0.984578 0.446 -0.403 -1.843
```
Forces are in eV/Å.

natural (NBO) population analysis, charges in e, atoms 1 to 6: -0.44, -0.36, -0.42, -0.26, 0.16, -0.34

[3]
Formula: C5H5N3
Source: OMol25
Level of theory: ωB97M-V/def2-TZVPD

Its LUMO energy is 0.96 eV.

Structure (XYZ):
```
13
Properties=species:S:1:pos:R:3:forces:R:3
C -1.524765 0.353809 -0.990987 1.977 1.375 -2.782
N -0.906607 -0.382386 -1.892300 -0.154 -1.876 0.071
N 0.274300 -0.965853 -1.356666 -1.623 -2.571 -0.887
C 0.393163 -0.470189 -0.071696 2.659 -2.346 0.757
C 1.375197 -0.632877 0.991428 -2.038 2.739 -1.294
N 0.936866 0.527590 1.782299 -0.025 -2.088 -1.210
C -0.245365 1.086667 1.311778 1.626 1.683 0.797
C -0.609907 0.491716 0.112208 0.428 -0.184 2.066
H -2.219984 1.036967 -1.559936 0.238 -0.716 1.713
H 0.341836 -2.067943 -1.582723 -0.150 3.680 0.605
H 2.369924 -1.220889 1.041656 -2.144 1.438 0.199
H 1.420345 0.893578 2.586312 -0.095 -0.130 -0.040
H -0.373978 2.128077 1.664993 -0.699 -1.004 0.004
```
Forces are in eV/Å.

natural (NBO) population analysis, charges in e, atoms 1 to 6: -0.03, -0.23, -0.42, 0.09, -0.18, -0.49

| no. | HOMO-LUMO gap (eV) |
| --- | --- |
| 1 | 8.3097 |
| 2 | 11.7859 |
| 3 | 8.7267 |